Formula: C18H18N4O4
Source: the Open Molecules 2025 dataset
Level of theory: ωB97M-V/def2-TZVPD

Element x y z (Å)
C  5.58789  2.33673  -2.77499
C  5.59354  0.91916  -2.21689
C  4.19424  0.44613  -1.83990
O  3.74054  1.22709  -0.73922
C  2.52183  0.86283  -0.21746
C  2.47136  0.50589  1.12487
C  1.28679  0.12002  1.72013
C  0.12001  0.06810  0.97456
C  0.15455  0.45173  -0.35760
C  1.33279  0.86610  -0.96063
O  1.27807  1.23797  -2.29022
C  1.62724  2.58868  -2.53654
H  2.61036  2.83860  -2.13231
H  0.88235  3.26323  -2.09996
H  1.63302  2.70561  -3.61908
H  -0.74156  0.44360  -0.96224
C  -1.18930  -0.38230  1.59347
C  -1.70929  -1.57613  0.84003
C  -2.78006  -1.49623  -0.00028
N  -3.22932  -2.53176  -0.75889
C  -2.59848  -3.64537  -0.65859
N  -1.54651  -3.84373  0.15609
C  -1.00804  -2.83118  0.97248
O  -0.06001  -3.06974  1.68658
H  -1.08085  -4.74238  0.20635
H  -2.93579  -4.47657  -1.26226
O  -3.51691  -0.37225  -0.16484
C  -3.26074  0.68463  0.66193
C  -2.21904  0.72615  1.52624
C  -2.03291  1.84937  2.33891
N  -1.88139  2.77761  3.00055
N  -4.22426  1.64168  0.55371
H  -4.03116  2.54878  0.94209
H  -4.82881  1.58569  -0.24805
H  -0.99620  -0.66654  2.63475
H  1.27499  -0.16384  2.76072
H  3.39061  0.52922  1.68931
H  4.22191  -0.61152  -1.54037
H  3.51575  0.54108  -2.69590
H  6.22286  0.88033  -1.32658
H  5.99910  0.22649  -2.95656
H  5.19070  3.02564  -2.03398
H  6.59807  2.64822  -3.02916
H  4.97285  2.39298  -3.67089

Forces on the atoms, in the same order (eV/Å):
0.08 -0.19 0.12
-0.41 0.12 0.09
0.41 -0.38 -0.28
-0.27 0.20 0.07
0.00 -0.07 0.04
0.13 0.11 -0.23
-0.13 -0.02 -0.10
0.20 0.04 0.12
0.22 0.03 -0.02
-0.04 0.09 -0.12
0.10 -0.40 0.35
0.00 0.31 -0.05
-0.01 -0.04 -0.03
0.04 -0.04 -0.03
0.01 0.06 0.04
-0.10 0.03 -0.09
0.04 -0.03 -0.19
-0.38 0.46 0.03
0.76 -0.93 0.37
-0.45 0.53 -0.22
-0.04 0.02 0.00
0.16 -0.10 0.06
-0.26 -0.15 -0.23
0.17 0.07 0.18
-0.09 0.14 -0.03
0.09 -0.17 0.02
-0.13 0.44 0.10
-0.02 0.24 0.46
-0.17 -1.06 -0.59
-0.07 0.41 0.16
0.02 0.31 0.21
0.08 -0.38 -0.23
0.00 0.02 -0.01
0.01 0.08 0.01
-0.06 0.03 -0.13
-0.01 -0.06 0.13
0.12 0.00 0.03
-0.06 0.13 -0.02
0.02 0.01 0.11
0.06 -0.11 0.00
0.02 -0.06 0.04
-0.03 0.13 0.02
0.06 0.11 -0.06
-0.06 0.06 -0.11

## Properties
SMILES string: CCCOc1ccc([C@H]2C(C#N)=C(N)Oc3nc[nH]c(=O)c32)cc1OC
HOMO level in Ha: -0.31213
E in eV: -33108.2670

Here are the natural (NBO) charges for atoms 1 to 4, given in e:
1 C -0.61
2 C -0.41
3 C -0.06
4 O -0.53

=====

Formula: C18H18N4O4S
Source: the Open Molecules 2025 dataset
Level of theory: ωB97M-V/def2-TZVPD

Element x y z (Å)
C  -3.18106  -2.28378  0.71315
H  -2.17260  -2.52289  1.04322
H  -3.49833  -2.95782  -0.08555
H  -3.88644  -2.36145  1.54257
O  -3.12250  -0.94879  0.24060
C  -4.25894  -0.46191  -0.27187
N  -5.31357  -1.23267  -0.41187
C  -6.39413  -0.70489  -0.99816
C  -6.39683  0.58858  -1.46078
N  -5.34061  1.39092  -1.29658
C  -4.27991  0.89504  -0.69426
N  -3.18136  1.70022  -0.50381
H  -3.33055  2.64158  -0.84434
S  -2.38156  1.73167  1.01094
O  -3.25959  1.24632  2.03283
O  -1.91518  3.08540  1.10599
C  -0.98595  0.66065  0.79697
C  -0.22488  0.76352  -0.35055
C  0.89067  -0.03200  -0.51134
C  1.26237  -0.94081  0.48893
C  0.47654  -1.01764  1.64958
C  -0.63910  -0.22377  1.80120
H  -1.25488  -0.27387  2.68464
H  0.75753  -1.71055  2.43028
N  2.32225  -1.79505  0.35138
H  2.60681  -2.24698  1.20740
C  3.37856  -1.61290  -0.62299
C  4.23062  -0.39601  -0.34077
C  4.94730  -0.30186  0.84304
C  5.70732  0.81522  1.13821
C  5.75859  1.86357  0.23692
C  5.05471  1.78829  -0.95017
C  4.28946  0.66688  -1.24520
O  3.59032  0.57494  -2.41317
H  3.72405  1.37750  -2.93132
H  5.09289  2.60630  -1.65770
H  6.34729  2.74158  0.45442
H  6.25737  0.86705  2.06495
H  4.91070  -1.12382  1.54375
H  4.00045  -2.51223  -0.59688
H  2.93992  -1.53174  -1.61822
H  1.47707  0.05425  -1.41008
H  -0.51622  1.46997  -1.11108
H  -7.24432  1.02833  -1.96500
H  -7.24428  -1.36434  -1.08928

Forces on the atoms, in the same order (eV/Å):
0.02 -0.35 0.08
-0.04 0.02 -0.02
0.06 0.02 0.11
0.04 -0.02 -0.03
-0.23 0.18 -0.29
-0.65 -0.21 -0.31
0.50 0.21 0.17
-0.04 0.09 -0.06
-0.13 -0.12 -0.03
0.61 0.07 0.26
-0.82 -0.83 -0.03
0.96 0.29 0.73
0.08 0.13 0.10
-0.02 0.53 -0.24
0.13 -0.33 -0.13
0.12 -0.03 -0.29
-0.43 0.42 0.03
0.00 0.04 0.11
0.14 -0.07 0.04
-0.43 0.17 0.03
0.04 0.10 -0.03
-0.01 0.05 0.05
-0.05 -0.10 0.15
0.01 -0.07 0.09
0.23 -0.51 0.20
-0.05 0.04 -0.11
-0.02 0.15 -0.03
-0.12 0.09 -0.38
0.04 0.14 -0.14
0.06 -0.05 0.17
-0.03 0.00 -0.06
-0.05 0.03 -0.08
0.27 0.00 0.39
-0.08 -0.02 -0.20
-0.01 -0.09 0.08
0.00 0.08 -0.06
0.05 0.08 0.01
0.05 0.01 0.08
-0.02 -0.10 0.09
-0.11 0.07 -0.08
0.08 -0.14 0.05
0.08 0.03 -0.12
0.04 0.04 -0.18
-0.13 -0.09 -0.02
-0.15 0.07 -0.09

## Properties
SMILES string: COc1nccnc1NS(=O)(=O)c1ccc(NCc2ccccc2O)cc1
HOMO level in Ha: -0.30024
E in eV: -43943.2798

Here are the natural (NBO) charges for atoms 1 to 4, given in e:
1 C -0.25
2 H 0.20
3 H 0.20
4 H 0.19

=====

Formula: C18H18NO4Sn
Source: the Open Molecules 2025 dataset
Level of theory: ωB97M-V/def2-TZVPD

Element x y z (Å)
C  0.61950  -1.88627  3.19792
C  -0.77389  -1.99216  3.09231
C  -1.07943  -2.38911  1.77410
H  -1.49462  -1.85960  3.91198
C  0.10539  -2.50553  1.03661
C  1.22410  -2.19115  1.88324
H  2.22870  -2.65093  1.77553
H  1.24400  -1.89433  4.08489
H  -2.09469  -2.62021  1.41886
H  0.18253  -2.88736  0.01163
C  -1.24070  2.20502  1.48219
C  -1.14798  1.61543  2.71729
C  0.24784  1.54961  3.14074
H  -1.96201  1.33133  3.38469
C  1.02486  2.05458  1.88739
C  0.04242  2.44730  0.93405
H  0.24391  2.86261  -0.06920
H  -2.20901  2.46589  1.04311
H  0.46548  2.22645  3.99158
H  1.91524  2.65309  2.13814
Sn  2.36402  -0.02843  1.73513
O  -0.26186  0.01176  -1.20454
C  -1.52065  -0.61958  -1.44258
C  -0.23652  -0.93244  -2.25021
H  -1.87674  -1.34549  -0.67835
H  -2.20910  0.07007  -1.94225
H  0.34611  -1.87733  -2.10145
H  1.04310  -1.93603  -4.35720
C  0.76896  -0.90882  -4.54760
C  0.01974  -0.26293  -3.54780
C  -0.30703  1.09134  -3.71446
H  -0.82428  1.64635  -2.94287
C  0.07284  1.77195  -4.87715
H  -0.23633  2.81460  -4.98475
C  0.75689  1.11242  -5.90599
H  0.92550  1.63188  -6.85268
C  1.10707  -0.24431  -5.72073
H  1.59060  -0.75764  -6.53953
O  -0.89497  0.56955  5.02144
N  0.16441  0.00348  4.87562
O  0.87780  -0.59719  5.65688
O  0.78880  0.25211  3.48404

Forces on the atoms, in the same order (eV/Å):
-0.15 -3.43 -0.83
1.59 0.01 1.14
0.52 -0.27 -1.71
0.40 -0.17 -0.48
-1.58 -0.25 -0.64
0.52 1.15 0.90
-0.86 -0.14 0.21
-0.35 0.07 -0.31
0.66 0.18 0.09
-0.07 0.33 0.51
-1.56 -0.74 0.98
-1.29 0.71 -1.02
1.67 1.46 -0.98
0.16 0.11 -0.78
-0.76 0.43 0.29
1.85 -0.51 0.70
-0.10 -0.05 0.83
0.58 -0.19 -0.12
-0.29 0.01 -0.54
-0.23 -0.31 -0.78
-0.59 -1.39 -0.38
0.32 -0.07 1.53
1.40 -0.70 -1.06
-1.14 -0.03 0.25
0.30 0.78 -0.62
-0.10 -0.53 0.26
-0.74 0.84 0.22
0.14 -0.16 -0.28
-0.61 0.52 0.42
0.63 0.48 -0.70
0.43 -0.16 -0.64
-0.05 -0.13 0.05
-0.25 -0.26 -0.03
0.22 -0.31 -0.06
-0.43 -0.55 0.56
0.21 -0.27 0.37
-0.39 0.88 -0.29
0.17 -0.13 0.12
2.24 -1.79 0.30
0.50 0.09 2.70
-1.94 1.60 -2.22
-1.01 2.92 2.02

## Properties
HOMO level in Ha: -0.39248
Charge: +1
E in eV: -34451.8086

Here are the natural (NBO) charges for atoms 1 to 4, given in e:
1 C -0.28
2 C -0.29
3 C -0.26
4 H 0.22

=====

Formula: C18H19BI2O4V
Source: the Open Molecules 2025 dataset
Level of theory: ωB97M-V/def2-TZVPD

Element x y z (Å)
V  -2.59291  0.21495  -0.40949
C  -5.88250  2.48390  0.42007
C  -4.79692  1.52677  0.69158
O  -3.84910  1.39538  -0.19556
C  -4.74665  0.73350  1.89019
C  -5.67810  0.90263  2.92743
C  -5.61067  0.12599  4.07009
C  -4.60759  -0.82696  4.21544
C  -3.65572  -1.02034  3.21368
C  -3.72794  -0.26299  2.06523
O  -2.86239  -0.41294  1.04255
H  -5.71423  3.00865  -0.51747
H  -5.95741  3.21958  1.22636
H  -6.84485  1.96437  0.37546
H  -6.45715  1.64845  2.83921
H  -6.34753  0.26130  4.85012
H  -4.55846  -1.42924  5.11351
H  -2.86217  -1.75027  3.31419
C  5.04992  0.17597  -2.86142
C  4.97811  -0.55594  -1.45930
C  5.69480  -1.88991  -1.62201
C  5.69188  0.33248  -0.43552
C  3.51329  -0.67642  -1.15913
C  2.87583  -1.95161  -1.12654
C  1.54833  -2.12083  -0.80584
C  0.83918  -0.96648  -0.51511
O  -0.47271  -0.80375  -0.16736
B  -0.64519  0.58006  -0.05056
O  0.48846  1.26326  -0.28277
C  1.44761  0.31106  -0.56244
C  2.76142  0.48142  -0.89239
H  6.10370  0.30199  -3.10311
H  4.57311  1.15420  -2.82012
H  4.57366  -0.43336  -3.62904
H  6.74849  -1.71546  -1.82869
H  5.28703  -2.48712  -2.43775
H  5.65907  -2.47972  -0.70073
H  6.75359  0.37842  -0.66694
H  5.57832  -0.07703  0.57193
H  5.30705  1.35168  -0.41075
H  3.46079  -2.83496  -1.33756
H  1.09338  -3.10142  -0.75530
H  3.18578  1.47402  -0.94648
I  -2.37753  0.01858  -3.14491
I  -2.96509  2.48815  -3.98275

Forces on the atoms, in the same order (eV/Å):
2.01 0.42 -3.45
0.19 0.24 -0.38
-0.89 -0.31 1.65
-0.38 1.06 -0.16
0.58 -0.02 -0.84
-0.16 0.05 0.14
-0.07 -0.01 0.05
-0.23 0.23 0.00
0.60 -0.04 -0.81
-1.50 0.46 1.31
-0.21 -2.21 2.71
0.00 -0.02 0.01
0.04 -0.04 0.03
0.03 -0.07 0.02
0.00 -0.02 0.00
0.02 0.00 0.02
0.01 0.00 0.01
-0.07 -0.05 0.06
-0.05 -0.32 0.60
0.16 0.64 -1.29
-0.03 -0.22 0.49
-0.20 -0.14 0.48
-0.02 -0.03 0.33
-0.15 0.05 0.11
-0.29 -0.23 -0.01
0.60 0.34 -0.23
-0.93 0.12 0.33
0.92 0.16 -0.77
-0.30 0.50 0.28
0.01 -0.59 -0.15
-0.07 0.18 0.02
-0.01 0.04 -0.09
0.04 0.04 -0.06
0.03 0.05 -0.07
-0.01 0.06 -0.09
0.03 0.02 -0.04
-0.01 -0.01 -0.05
0.01 0.01 -0.05
0.12 -0.02 -0.03
0.03 0.02 -0.12
0.03 0.04 0.02
0.00 0.02 -0.04
0.09 -0.04 0.07
0.03 -0.27 -0.11
0.00 -0.06 0.13

## Properties
HOMO level (spin up / spin down) in Ha: -0.61977 / -0.61974
Charge: +3
E in eV: -69699.6108

Here are the Mulliken charges for atoms 1 to 4, given in e:
1 V 1.01
2 C -1.51
3 C 1.39
4 O -0.51

=====

Formula: C18H19BN6Ni
Source: the Open Molecules 2025 dataset
Level of theory: ωB97M-V/def2-TZVPD

Element x y z (Å)
H  2.46407  0.45390  -1.93715
N  0.35770  0.55938  -2.06545
B  -2.09089  0.91667  -2.86608
N  -0.53302  0.80927  -3.06389
C  0.15496  1.03670  -4.21027
Ni  -0.26882  0.15238  -0.21941
H  -0.38462  1.26261  -5.12870
C  1.52162  0.93162  -3.94834
H  2.34436  1.05413  -4.65064
C  1.60334  0.62942  -2.57984
H  -2.57616  0.97823  -3.97586
C  -0.73513  0.92186  3.57818
H  -0.22903  0.69651  4.52602
H  -1.39697  -0.03063  3.40259
H  -1.48651  1.71843  3.68012
N  -2.47195  2.17446  -2.06650
N  -2.58592  -0.36867  -2.15718
N  -2.00330  2.42398  -0.81407
N  -1.97988  -0.85747  -1.04781
C  -3.23852  3.21312  -2.51570
C  -3.64658  -1.15109  -2.48182
H  -3.70174  3.17840  -3.50204
H  -4.25753  -0.91394  -3.35180
C  -3.27053  4.18181  -1.51863
C  -3.73309  -2.18466  -1.54944
C  -2.48019  3.63059  -0.48075
C  -2.65723  -1.95761  -0.67016
H  -3.79591  5.13665  -1.53594
H  -4.46260  -2.99245  -1.51821
H  -2.24275  4.05555  0.49727
H  -2.32986  -2.53083  0.19763
H  0.00333  1.21562  2.80886
C  1.11898  -0.63695  0.95823
C  1.98458  -1.13385  1.69686
C  3.03809  -1.72172  2.58768
C  4.12692  -0.95493  3.08203
C  5.20788  -1.56457  3.75807
C  5.16433  -2.91512  4.08096
C  4.03232  -3.65970  3.75037
C  3.00702  -3.08715  2.96229
H  4.16804  0.10858  2.92516
H  6.08907  -0.99763  4.04285
H  6.00388  -3.37214  4.60144
H  3.97253  -4.68995  4.08232
H  2.19568  -3.71880  2.63675

Forces on the atoms, in the same order (eV/Å):
-0.32 0.04 -0.23
0.33 0.20 -0.28
0.20 -0.02 -0.23
0.77 0.12 -0.26
-0.02 -0.08 0.49
-0.57 -0.21 -0.43
0.24 -0.10 0.36
-0.17 -0.01 0.08
-0.38 -0.06 0.29
-0.92 0.04 -0.08
0.01 0.00 0.31
-1.49 -1.31 0.08
-0.07 0.45 -0.22
1.62 1.62 -0.38
0.46 -0.03 0.27
-0.22 0.58 -0.13
-0.33 -0.57 0.15
-0.14 0.11 -0.35
0.12 -0.15 0.45
0.36 -0.15 0.55
0.46 0.09 0.41
0.23 0.00 0.43
0.26 -0.10 0.36
0.12 -0.41 -0.08
0.21 0.22 -0.05
0.06 -0.26 -0.05
0.05 0.41 -0.34
0.27 -0.44 0.03
0.33 0.36 -0.01
-0.10 -0.19 -0.45
-0.14 0.26 -0.35
-0.57 -0.69 0.28
1.12 -0.79 0.93
-0.28 0.28 -0.12
-0.15 0.15 -0.13
0.29 -0.81 -0.02
-0.85 0.12 -0.36
-0.33 0.03 -0.03
-0.27 0.65 -0.62
0.68 0.19 0.38
-0.09 0.19 -0.28
-0.25 0.17 -0.07
-0.24 0.04 -0.04
-0.13 0.02 -0.22
-0.18 0.04 -0.04

## Properties
HOMO level (spin up / spin down) in Ha: -0.30792 / -0.30823
<S²>: 2.006
E in eV: -69633.6314
Spin multiplicity: 3

Here are the natural (NBO) charges for atoms 1 to 4, given in e:
1 H 0.23
2 N -0.42
3 B 0.56
4 N -0.31

=====

Formula: C18H19BrN4O3Pd
Source: the Open Molecules 2025 dataset
Level of theory: ωB97M-V/def2-TZVPD

Element x y z (Å)
Pd  -0.22984  1.56676  0.55840
O  -1.41758  1.99643  -1.01278
C  -1.13283  1.64259  -2.24976
C  -2.20582  1.40942  -3.13038
C  -2.00912  1.09328  -4.45553
C  -0.71724  1.01328  -4.97710
C  0.34586  1.23024  -4.12937
C  0.16985  1.52290  -2.77161
C  1.34325  1.65498  -1.91284
N  1.41238  2.17931  -0.69606
C  2.71904  2.03432  -0.26582
C  3.45244  1.45017  -1.23731
N  2.57112  1.22546  -2.27293
H  -3.20263  1.49044  -2.71517
H  -2.86269  0.90255  -5.09487
H  -0.55110  0.79143  -6.02239
H  1.34753  1.20287  -4.54588
H  3.04037  2.38775  0.69887
H  4.49109  1.17324  -1.28607
H  2.76841  0.69969  -3.10524
N  0.77878  1.88694  2.59772
C  -0.24515  1.58426  3.60512
C  -1.50632  2.34836  3.27426
N  -2.00447  1.83715  2.00000
H  1.50956  1.18434  2.60657
H  1.19773  2.79645  2.74433
H  0.08033  1.80754  4.62206
H  -0.45324  0.51711  3.52984
H  -1.27841  3.40865  3.15056
H  -2.22247  2.25000  4.09251
H  -2.74546  2.39498  1.59733
H  -2.32024  0.87661  2.08473
Br  -1.94855  -5.26210  3.50970
C  -0.82053  -4.63788  2.11320
C  -0.09371  -5.55353  1.37161
C  0.72312  -5.08705  0.35001
C  0.80804  -3.72833  0.08365
C  0.08031  -2.82101  0.84174
C  -0.74417  -3.27916  1.86394
C  0.19164  -1.33546  0.55290
O  0.80856  -0.97675  -0.45140
O  -0.37529  -0.55677  1.40286
H  -0.16441  -6.61136  1.58829
H  1.29040  -5.79574  -0.23986
H  1.43274  -3.34740  -0.71269
H  -1.31126  -2.56696  2.44488

Forces on the atoms, in the same order (eV/Å):
-0.06 2.35 0.25
0.15 -0.64 0.25
-0.05 0.14 0.09
-0.14 0.08 0.02
0.06 0.00 0.01
-0.07 0.01 0.02
0.08 0.03 0.01
0.11 -0.17 0.02
0.15 0.03 -0.02
-0.27 -0.67 0.41
-0.14 0.18 -0.01
-0.01 -0.03 -0.08
0.10 -0.01 -0.05
0.01 -0.03 -0.02
0.00 0.04 0.02
0.00 0.00 0.02
-0.01 -0.04 0.03
-0.01 -0.03 0.00
-0.06 0.02 -0.03
0.00 0.02 -0.01
0.00 -0.62 -0.66
-0.04 -0.04 0.11
0.07 0.00 -0.04
0.12 -0.26 -0.51
0.04 0.00 0.08
-0.01 0.06 -0.09
0.10 0.04 0.04
0.06 -0.03 0.04
-0.04 0.04 0.02
-0.10 -0.02 0.01
0.00 0.03 -0.05
-0.02 -0.04 -0.02
-0.01 -0.01 0.01
0.00 0.06 -0.01
0.02 -0.04 -0.01
-0.02 0.02 0.01
0.00 -0.07 -0.02
-0.03 0.03 0.06
0.05 -0.03 -0.03
-0.24 0.10 0.35
0.11 0.07 -0.09
0.09 -0.64 -0.13
-0.01 0.03 -0.01
0.01 0.01 0.00
-0.01 0.01 0.01
0.01 0.00 0.01

## Properties
HOMO level (spin up / spin down) in Ha: -0.27317 / -0.27029
E in eV: -104600.2755

Here are the natural (NBO) charges for atoms 1 to 4, given in e:
1 Pd 1.11
2 O -0.72
3 C 0.37
4 C -0.28